Entry 1:
Entry from the Open Molecules 2025 dataset: C5H8O2 as an isolated structure (ωB97M-V with the def2-TZVPD basis set).

Output
LUMO energy	0.73	eV
E_HOMO	-10.4	eV
energy above the lowest of the compared OMol25 structures with the same formula, charge and spin	0.195	eV
frontier orbital gap	11.136	eV

```
! RIJCOSX wB97M-V def2-TZVPD def2/J DEFGRID3
* xyz 0 1
C 1.065 -0.624 -1.077
C 0.129 0.112 -0.129
C -0.428 1.466 -0.539
C -0.909 -0.762 0.600
C -0.024 -0.508 1.811
O -0.007 -0.797 2.968
O 0.865 0.271 1.141
H 1.201 -1.653 -0.722
H 0.707 -0.665 -2.110
H 2.050 -0.149 -1.064
H -0.931 1.899 0.334
H 0.348 2.167 -0.859
H -1.174 1.371 -1.336
H -1.906 -0.325 0.699
H -0.988 -1.804 0.283
*
```

Results of the Löwdin charge analysis, in e, for atoms 1 through 4:
1. C -0.009
2. C -0.510
3. C -0.014
4. C 0.008



Entry 2:
Entry from the Open Molecules 2025 dataset: C10H9Cl2N3O4S2 in the gas phase at a distorted geometry (ωB97M-V with the def2-TZVPD basis set).

Output
LUMO energy	-0.91	eV
E_HOMO	-10.9	eV
frontier orbital gap	9.981	eV

```
! RIJCOSX wB97M-V def2-TZVPD def2/J DEFGRID3
* xyz 0 1
N 3.262 2.475 0.602
C 2.217 1.933 0.719
C 0.951 1.273 0.815
C 0.696 -0.065 1.112
S 1.839 -1.424 1.485
O 1.037 -2.643 1.606
O 2.612 -1.221 2.716
C 3.001 -1.566 0.064
C 4.036 -2.712 0.294
Cl 4.980 -3.062 -1.229
N -0.682 -0.270 1.044
C -1.320 0.888 0.669
S -3.151 0.938 0.396
O -3.696 -0.387 0.802
O -3.795 2.007 1.164
C -3.465 1.267 -1.368
C -3.344 0.058 -2.333
Cl -1.606 -0.324 -2.398
C -0.374 1.831 0.454
C -0.573 3.200 0.018
N -0.721 4.287 -0.312
H 3.485 -0.626 -0.118
H 2.428 -1.826 -0.813
H 3.500 -3.603 0.624
H 4.693 -2.402 1.123
H -1.126 -1.197 1.255
H -2.827 2.107 -1.657
H -4.488 1.603 -1.434
H -3.861 -0.847 -1.955
H -3.708 0.307 -3.344
*
```

Results of the Löwdin charge analysis, in e, for atoms 1 through 4:
1. N 0.188
2. C -0.143
3. C -0.123
4. C -0.212



Entry 3:
Entry from the Open Molecules 2025 dataset: C44H47BaN6O2PS4SeSi as an isolated structure at a distorted geometry (ωB97M-V with the def2-TZVPD basis set).

Output
LUMO energy	3.78	eV
E_HOMO	-2.6	eV
energy above the lowest of the compared OMol25 structures with the same formula, charge and spin	2.981	eV
frontier orbital gap	6.352	eV

```
! RIJCOSX wB97M-V def2-TZVPD def2/J DEFGRID3
* xyz -2 1
Ba 1.405 1.462 0.384
O 5.791 3.297 1.749
C 4.877 2.855 1.028
N 3.995 1.921 1.347
C 3.908 1.656 2.756
C 3.562 0.181 3.061
C 4.524 -0.850 3.126
C 4.129 -2.146 3.513
C 2.841 -2.278 3.995
C 1.987 -1.212 3.955
N 2.312 -0.078 3.409
C 4.912 3.302 -0.437
C 5.869 4.237 -0.878
C 5.719 4.904 -2.042
C 4.547 4.667 -2.759
C 3.663 3.710 -2.276
N 3.828 2.972 -1.167
H 3.108 2.237 3.347
H 4.885 1.823 3.181
H 5.535 -0.530 3.260
H 4.724 -3.024 3.278
H 2.546 -3.240 4.488
H 0.964 -1.376 4.418
H 6.673 4.444 -0.218
H 6.518 5.550 -2.357
H 4.285 5.247 -3.642
H 2.858 3.389 -2.953
S 1.753 4.590 1.534
C 0.029 4.373 1.662
N -0.690 3.343 1.395
C -2.050 3.581 1.624
C -3.068 2.796 1.091
C -4.390 3.258 1.186
C -4.739 4.471 1.785
C -3.696 5.302 2.236
C -2.386 4.838 2.165
S -0.900 5.733 2.351
H -2.825 1.753 0.770
H -5.201 2.657 0.916
H -5.792 4.674 2.033
H -3.904 6.205 2.824
C 0.131 5.376 -2.234
Si -0.739 3.860 -2.973
C -0.247 3.843 -4.862
C -2.589 3.913 -2.710
Se -0.221 1.644 -2.392
H -0.341 6.296 -2.517
H 1.205 5.434 -2.549
H 0.193 5.341 -1.115
H 0.761 3.642 -5.198
H -0.444 4.873 -5.348
H -0.894 3.182 -5.481
H -3.145 4.858 -2.640
H -2.811 3.450 -1.775
H -3.075 3.230 -3.531
C -1.917 -0.840 -4.043
C -0.717 -1.773 -4.191
N -0.868 -3.019 -3.437
C -1.873 -3.954 -4.005
C -2.889 -4.289 -2.932
C 0.170 -3.648 -2.682
O 0.206 -4.911 -2.559
C 1.312 -2.867 -2.073
C 2.498 -3.556 -1.820
C 3.537 -2.933 -1.200
C 3.333 -1.612 -0.722
N 2.198 -0.963 -0.878
C 1.164 -1.568 -1.522
H -1.786 0.085 -4.597
H -2.019 -0.557 -2.989
H -2.893 -1.214 -4.428
H 0.197 -1.280 -3.970
H -0.655 -2.059 -5.282
H -1.360 -4.883 -4.302
H -2.401 -3.522 -4.850
H -3.711 -3.540 -3.032
H -2.498 -4.427 -1.913
H -3.438 -5.270 -3.204
H 2.429 -4.584 -2.215
H 4.543 -3.356 -1.168
H 4.228 -1.019 -0.479
H 0.208 -1.078 -1.566
S -1.415 -1.336 4.870
P -1.593 -1.875 2.903
S -1.179 -0.587 1.432
C -0.606 -3.347 2.575
C -0.186 -4.204 3.567
C 0.397 -5.411 3.221
C 0.550 -5.740 1.877
C 0.180 -4.842 0.859
C -0.492 -3.690 1.221
C -3.339 -2.308 2.749
C -3.678 -3.625 2.429
C -4.980 -4.081 2.702
C -5.885 -3.206 3.269
C -5.551 -1.866 3.526
C -4.258 -1.410 3.274
H -0.522 -3.965 4.548
H 0.620 -6.168 3.910
H 1.053 -6.684 1.659
H 0.150 -5.086 -0.250
H -0.780 -3.018 0.442
H -2.967 -4.252 1.859
H -5.320 -5.131 2.636
H -6.855 -3.549 3.570
H -6.337 -1.260 4.008
H -3.896 -0.362 3.389
*
```

Results of the Löwdin charge analysis, in e, for atoms 1 through 4:
1. Ba 1.297
2. O -0.051
3. C -0.569
4. N -0.134



Entry 4:
Entry from the Open Molecules 2025 dataset: C12H10NOReS6Se as an isolated structure at a distorted geometry (ωB97M-V with the def2-TZVPD basis set).

Output
LUMO energy (alpha / beta)	-5.13 / -4.63	eV
E_HOMO (alpha / beta)	-10.5 / -10.6	eV
energy above the lowest of the compared OMol25 structures with the same formula, charge and spin	0.446	eV
frontier orbital gap (alpha / beta)	5.411 / 5.958	eV

```
! RIJCOSX wB97M-V def2-TZVPD def2/J DEFGRID3
* xyz 1 2
Re 0.135 -0.135 0.442
S 1.061 -7.171 1.683
C 0.826 -5.618 1.418
S 0.650 -4.926 -0.183
C 0.496 -3.280 0.305
C 0.558 -3.033 1.656
S 0.376 -1.465 2.249
S 0.795 -4.406 2.680
S 0.246 -2.018 -0.798
Se -4.568 0.933 0.212
C -2.914 0.537 0.301
N -1.743 0.269 0.372
C 0.059 1.666 -5.833
C 0.826 1.262 -4.602
C 0.917 2.129 -3.506
C 1.621 1.776 -2.371
C 2.233 0.522 -2.331
C 2.145 -0.371 -3.394
C 1.445 0.016 -4.527
S 3.079 0.007 -0.915
C 4.316 1.217 -0.662
O 2.125 0.346 0.291
H -0.167 2.731 -5.829
H -0.886 1.121 -5.889
H 0.620 1.437 -6.739
H 0.432 3.097 -3.555
H 1.687 2.458 -1.530
H 2.606 -1.350 -3.341
H 1.371 -0.667 -5.365
H 3.884 2.213 -0.755
H 5.081 1.042 -1.419
H 4.719 1.042 0.334
*
```

Results of the Löwdin charge analysis, in e, for atoms 1 through 4:
1. Re 0.900
2. S 0.674
3. C -1.487
4. S 0.937



Entry 5:
Entry from the Open Molecules 2025 dataset: C3H7BN2O2 in the gas phase at a distorted geometry (ωB97M-V with the def2-TZVPD basis set).

Output
LUMO energy	0.09	eV
E_HOMO	-9.1	eV
energy above the lowest of the compared OMol25 structures with the same formula, charge and spin	0.857	eV
frontier orbital gap	9.173	eV

```
! RIJCOSX wB97M-V def2-TZVPD def2/J DEFGRID3
* xyz 0 1
H 1.356 2.652 1.474
N 1.271 1.579 1.230
C 0.520 1.482 0.231
C 0.314 0.271 -0.626
C 1.292 -0.769 -0.251
N 1.697 -1.670 -0.991
H 2.231 -2.372 -0.469
B -1.464 -0.322 -0.152
O -1.712 -0.055 1.165
O -2.237 -0.824 -1.121
H -0.079 2.275 -0.288
H 0.346 0.639 -1.585
H 1.427 -0.703 0.841
H -2.465 -0.457 1.700
H -2.499 -1.728 -1.158
*
```

Results of the Löwdin charge analysis, in e, for atoms 1 through 4:
1. H 0.100
2. N 0.078
3. C -0.314
4. C -0.161



For the records above, the corresponding calculated total energy values read -345.7978 -2568.3517 -6834.6959 -5461.8350 -403.3719 Eh.